*one*
DFT (wB97M-V/def2-TZVPD) results for one molecule with the formula CH5N3O.

Lowest unoccupied orbital energy: 0.91 eV
2S+1: 1
SMILES: N/N=C\NO
HOMO level: -0.335 Eh
HOMO-LUMO gap: 10.030 eV

CARTESIAN COORDINATES (ANGSTROEM)
C1 0.02944 0.84042 0.06261
H1 1.59579 -0.82702 0.94148
H2 2.73879 -0.61415 -0.19992
H3 -0.32446 1.93553 -0.00085
H4 -0.33317 -1.08603 -0.31279
H5 -2.41043 -0.01251 -0.84557
N1 1.83036 -0.73395 -0.12811
N2 1.24695 0.68656 -0.06630
N3 -0.78710 -0.25252 0.22247
O1 -2.18432 -0.29237 -0.01930



*two*
DFT (wB97M-V/def2-TZVPD) results for CH5N3O as an isolated structure.

Lowest unoccupied orbital energy: 0.48 eV
2S+1: 1
HOMO level: -0.351 Eh
HOMO-LUMO gap: 10.025 eV

CARTESIAN COORDINATES (ANGSTROEM)
C1 0.57747 0.43330 -0.10618
H1 -2.21728 0.41382 0.85076
H2 -2.38003 0.00860 -0.85365
H3 -0.44926 -1.32940 0.65722
H4 1.71665 -1.25822 -0.37199
H5 2.57877 0.30269 0.23063
N1 -1.71846 0.36119 -0.12501
N2 -0.48839 -0.30861 -0.11018
N3 1.75473 -0.27104 -0.11062
O1 0.62579 1.64767 -0.06099



*three*
DFT (wB97M-V/def2-TZVPD) results for one molecule with the formula CH5N3O.

Lowest unoccupied orbital energy: 0.81 eV
2S+1: 1
SMILES: [H]/N=C(/N)NO
HOMO level: -0.325 Eh
HOMO-LUMO gap: 9.653 eV

CARTESIAN COORDINATES (ANGSTROEM)
C1 0.10640 0.38206 0.22024
H1 1.97150 0.84671 -0.38758
H2 1.08235 0.22642 -1.53807
H3 -0.79201 1.19944 1.44389
H4 -1.47435 -0.16748 0.96266
H5 -0.26200 -2.00553 -0.58902
N1 1.30119 0.09369 -0.52928
N2 0.15634 1.22192 1.11394
N3 -1.03675 -0.39407 0.03867
O1 -1.05266 -1.40315 -0.73545



Quick one: least stable of them? *one*



*one*
DFT (wB97M-V/def2-TZVPD) results for a 4-piece molecular cluster, C2H11NO3 overall.

Lowest unoccupied orbital energy: 0.69 eV
2S+1: 1
SMILES: C=NC.O.O.O
HOMO level: -0.370 Eh
HOMO-LUMO gap: 10.750 eV

CARTESIAN COORDINATES (ANGSTROEM)
C1 0.61620 -1.03117 0.03294
C2 -1.39492 -1.21296 -1.13027
N1 -0.71899 -0.56728 -0.29215
H1 0.83282 -0.93742 1.08791
H2 0.76863 -2.05945 -0.30756
H3 1.36210 -0.40572 -0.46756
H4 -2.40565 -0.85885 -1.29337
H5 -1.02553 -2.06797 -1.66906
H6 4.76587 -0.36577 0.62580
H7 5.33250 0.99043 0.24104
O1 4.49873 0.51687 0.35143
H8 -0.82124 1.00238 0.83818
H9 0.08631 2.04261 1.53777
O2 -0.79484 1.66226 1.55988
H10 -4.16765 1.69432 -0.52602
H11 -3.24981 0.72105 0.13047
O3 -3.68455 0.87667 -0.71943



*two*
DFT (wB97M-V/def2-TZVPD) results for a 4-piece molecular cluster, C2H11NO3 overall.

Lowest unoccupied orbital energy: 0.61 eV
2S+1: 1
SMILES: C=NC.O.O.O
HOMO level: -0.363 Eh
HOMO-LUMO gap: 10.485 eV

CARTESIAN COORDINATES (ANGSTROEM)
C1 -0.33014 -1.15423 -1.42541
C2 -2.46263 -1.03312 -0.55389
N1 -1.62079 -0.49486 -1.31069
H1 -0.07447 -1.18898 -2.49178
H2 0.47935 -0.62117 -0.94479
H3 -0.37223 -2.18827 -1.09572
H4 -3.47050 -0.65367 -0.43186
H5 -2.18498 -1.90257 0.04950
H6 7.09608 0.85696 0.05825
H7 5.58501 0.68469 0.24849
O1 6.39680 0.19195 0.08361
H8 -1.54813 0.66308 2.24325
H9 -0.05068 0.60055 2.52894
O2 -0.75933 0.12734 2.08078
H10 -2.24239 1.24352 0.28312
H11 -1.91489 2.74246 0.13125
O3 -2.52607 2.12633 0.54695



Quick one: least stable of them? *two*



*one*
DFT (wB97M-V/def2-TZVPD) results for a 3-piece molecular cluster, C2H11NO3 overall.

Lowest unoccupied orbital energy: 0.30 eV
2S+1: 1
SMILES: NCCO.O.O
HOMO level: -0.341 Eh
HOMO-LUMO gap: 9.585 eV

CARTESIAN COORDINATES (ANGSTROEM)
C1 0.23564 0.27440 1.44176
O1 -0.61487 0.14701 0.31176
C2 1.65630 0.75744 1.14179
N1 2.43749 0.71537 2.35067
H1 -0.38063 0.83711 2.23405
H2 0.38872 -0.70352 2.04093
H3 -1.46569 0.50921 0.55337
H4 2.07587 0.08271 0.31110
H5 1.57877 1.79687 0.80654
H6 2.35712 -0.12181 2.80176
H7 3.39126 0.93421 2.11852
H8 0.17037 -0.20691 -2.52009
H9 1.18876 -1.17932 -1.57339
O2 1.01549 -0.36434 -2.01364
H10 -4.21524 -1.29550 -2.77072
H11 -4.73691 -0.88438 -3.97892
O3 -5.08246 -1.29855 -3.25549



*two*
DFT (wB97M-V/def2-TZVPD) results for a 3-piece molecular cluster, C2H11NO3 overall.

Lowest unoccupied orbital energy: 0.54 eV
2S+1: 1
SMILES: CNCO.O.O
HOMO level: -0.336 Eh
HOMO-LUMO gap: 9.678 eV

CARTESIAN COORDINATES (ANGSTROEM)
C1 2.20575 -0.06213 -0.50884
N1 1.99802 -0.55400 0.86284
C2 0.65871 -0.85540 1.23977
O1 -0.29763 0.17004 0.93207
H1 1.71110 -0.79161 -1.16998
H2 3.26906 0.08571 -0.69797
H3 1.59917 0.83158 -0.71332
H4 2.49472 -0.05199 1.58246
H5 0.30466 -1.73748 0.72878
H6 0.65104 -1.01780 2.31771
H7 0.16105 0.97866 1.19084
H8 -3.63535 -1.81029 -0.36407
H9 -2.59345 -0.95097 -1.12220
O2 -2.72635 -1.49596 -0.33971
H10 -2.59522 2.01972 -1.23869
H11 -1.15611 2.44339 -1.30922
O3 -2.04917 2.79855 -1.39046



Quick one: least stable of them? *one*



*one*
DFT (wB97M-V/def2-TZVPD) results for one molecule with the formula C10H11NO.

Lowest unoccupied orbital energy: 0.91 eV
2S+1: 1
SMILES: COc1ccc2c(c1)[C@@H]1N[C@@H]1C2
HOMO level: -0.301 Eh
HOMO-LUMO gap: 9.097 eV

CARTESIAN COORDINATES (ANGSTROEM)
C1 1.89445 2.68176 1.78512
C2 1.09765 0.50361 1.36556
C3 0.93546 -0.81545 1.74455
C4 0.19990 -1.69948 0.98991
C5 -0.41891 -1.26515 -0.16030
C6 -1.11030 -2.08283 -1.19149
C7 -1.50375 -1.04673 -2.24571
C8 -0.97406 0.25970 -1.85793
C9 -0.29020 0.06162 -0.56222
C10 0.51571 0.95373 0.16613
H1 0.85888 3.11942 1.67919
H2 2.37321 3.14283 2.66498
H3 2.49730 2.80400 0.85807
H4 1.31142 -1.12192 2.72382
H5 0.06461 -2.75664 1.28433
H6 -2.03454 -2.55391 -0.79717
H7 -0.55851 -2.89807 -1.65129
H8 -1.57625 -1.39236 -3.29519
H9 -2.76436 -0.08952 -0.87490
H10 -0.66745 1.02887 -2.59984
H11 0.69254 1.90177 -0.35576
N1 -2.40219 -0.03987 -1.80995
O1 1.85936 1.30461 2.14010



*two*
DFT (wB97M-V/def2-TZVPD) results for one molecule with the formula C10H11NO.

Lowest unoccupied orbital energy: -0.01 eV
2S+1: 1
SMILES: CC1(C)C=c2cc[nH]c2=CC1=O
HOMO level: -0.276 Eh
HOMO-LUMO gap: 7.511 eV

CARTESIAN COORDINATES (ANGSTROEM)
C1 0.65697 2.14017 1.80127
C2 0.90031 -1.46989 1.30584
C3 -0.11404 0.82239 -0.18855
C4 1.34366 1.73111 2.87859
C5 0.40812 0.88129 1.03372
C6 0.94768 -0.20542 1.78257
C7 0.49190 -1.75567 -0.18433
C8 -0.24199 -0.52526 -0.81160
C9 -1.74701 -0.94248 -0.78877
C10 0.12353 -0.45254 -2.30957
N1 1.28562 0.41948 2.98209
O1 0.77050 -2.83211 -0.69367
H1 0.30435 3.12241 1.54393
H2 1.36187 -2.41220 1.63725
H3 -0.71561 1.57719 -0.59342
H4 1.57790 2.25863 3.82439
H5 -1.87962 -1.93025 -1.42536
H6 -2.37141 -0.19667 -1.27376
H7 -2.11628 -1.05134 0.34244
H8 1.13614 -0.44467 -2.46062
H9 -0.24053 0.43831 -2.71506
H10 -0.20333 -1.40456 -2.83799
H11 1.68488 -0.00559 3.80511



Quick one: least stable of them? *two*



*one*
DFT (wB97M-V/def2-TZVPD) results for a 2-piece molecular cluster, C8H18FNO2S overall.

Lowest unoccupied orbital energy (alpha / beta): -0.66 / -0.19 eV
2S+1: 1
HOMO level (alpha / beta): -0.353 / -0.327 Eh
HOMO-LUMO gap (alpha / beta): 8.953 / 8.708 eV

CARTESIAN COORDINATES (ANGSTROEM)
C1 -0.36751 2.81984 -2.51273
C2 -0.18657 -3.45947 2.61264
C3 -0.83968 2.75507 -1.08928
C4 0.21748 2.15109 -0.06432
C5 0.89650 0.85122 -0.48736
C6 1.55302 0.18274 0.75714
C7 -0.88148 -3.34157 1.27645
C8 -0.97815 -1.94693 0.70858
N1 1.51216 -1.23637 0.61350
O1 -0.70734 -2.10234 -1.71032
O2 -2.99404 -2.43317 -0.67416
F1 -0.10649 -4.06964 0.25088
S1 -1.89989 -1.49995 -0.77076
H1 -0.27186 1.73276 -2.87553
H2 0.65417 3.23964 -2.63761
H3 -1.17168 3.28877 -3.23138
H4 0.14645 -4.48728 2.72963
H5 0.78831 -2.79535 2.88147
H6 -0.83054 -3.07037 3.48309
H7 -1.25187 3.79697 -0.77583
H8 -1.87992 2.21198 -1.07854
H9 1.02836 3.00675 -0.06709
H10 -0.17581 1.98144 0.88004
H11 1.66582 0.89427 -1.29756
H12 0.15489 0.15669 -1.00573
H13 2.53903 0.62068 0.94976
H14 0.81656 0.31442 1.53806
H15 -1.88549 -3.70395 1.25471
H16 -0.97687 -1.25506 1.54070
H17 -0.40250 -3.01442 -1.49274
H18 1.35601 -1.75670 -0.22181



*two*
DFT (wB97M-V/def2-TZVPD) results for one molecule with the formula C8H18FNO2S.

Lowest unoccupied orbital energy: 0.81 eV
2S+1: 1
SMILES: CC[C@@H](C)N([C@H](C)CC)S(=O)(=O)F
HOMO level: -0.359 Eh
HOMO-LUMO gap: 10.581 eV

CARTESIAN COORDINATES (ANGSTROEM)
C1 3.47265 -0.49497 0.27656
C2 1.99104 -0.50688 0.66484
C3 1.13856 0.71334 0.22247
C4 1.91813 1.81899 -0.49461
N1 -0.10286 0.38875 -0.55065
C5 -1.29661 0.14649 0.29638
C6 -1.14005 -0.99143 1.30526
C7 -2.58965 0.00348 -0.51915
C8 -3.82918 0.26811 0.33774
S1 0.01232 -0.63171 -1.82972
O1 -0.17019 -2.00107 -1.47817
O2 -0.68194 -0.10297 -2.95333
F1 1.53413 -0.46837 -2.12759
H1 3.96733 0.43130 0.55455
H2 3.63649 -0.72516 -0.77215
H3 3.96618 -1.28578 0.84437
H4 1.55645 -1.44549 0.32986
H5 1.96372 -0.54330 1.75501
H6 0.75525 1.17861 1.12814
H7 2.52218 1.45145 -1.31553
H8 1.21121 2.55204 -0.87831
H9 2.55855 2.33873 0.21598
H10 -1.41174 1.06917 0.86853
H11 -0.40588 -0.73996 2.07143
H12 -2.08396 -1.15061 1.82301
H13 -0.84669 -1.92560 0.83691
H14 -2.64823 -1.00817 -0.91964
H15 -2.54560 0.69012 -1.36178
H16 -4.14414 -0.64461 0.84180
H17 -4.66406 0.59553 -0.27636
H18 -3.64340 1.01998 1.10414



Quick one: least stable of them? *one*



*one*
DFT (wB97M-V/def2-TZVPD) results for a 2-piece molecular cluster, C3H5F2NS overall.

Lowest unoccupied orbital energy (alpha / beta): -2.69 / -2.69 eV
2S+1: 1
HOMO level (alpha / beta): -0.356 / -0.356 Eh
HOMO-LUMO gap (alpha / beta): 6.986 / 6.981 eV

CARTESIAN COORDINATES (ANGSTROEM)
C1 0.87151 0.27711 -0.22565
C2 -0.74839 -1.53530 0.41620
C3 -0.42474 -0.13487 -0.01878
N1 0.98416 1.45945 -0.76899
F1 -1.36929 0.49108 -0.71762
F2 -0.95559 1.51691 1.61050
S1 2.15287 -0.61605 0.26158
H1 -1.19608 -1.98641 -0.37721
H2 0.21946 -1.89384 0.87629
H3 -1.55640 -1.45451 1.21220
H4 0.10504 1.98149 -1.12826
H5 1.91747 1.89492 -1.14027



*two*
DFT (wB97M-V/def2-TZVPD) results for C3H5F2NS as an isolated structure.

Lowest unoccupied orbital energy: 0.51 eV
2S+1: 1
HOMO level: -0.330 Eh
HOMO-LUMO gap: 9.501 eV

CARTESIAN COORDINATES (ANGSTROEM)
C1 0.08880 1.29698 0.09834
C2 -0.10259 -0.19754 -0.14454
C3 -1.40760 -0.75827 -0.05232
H1 -0.88235 1.70128 0.39556
H2 0.44339 1.88376 -0.84138
H3 1.06767 1.83313 0.85983
H4 2.94969 -1.56281 0.34512
H5 -1.13813 -1.88299 -0.22951
N1 0.86104 -1.10002 -0.24648
F1 -2.07161 -0.58649 1.01473
F2 -2.07200 -0.23096 -1.12738
S1 2.26370 -0.39606 -0.07198



Quick one: least stable of them? *one*



*one*
DFT (wB97M-V/def2-TZVPD) results for one molecule with the formula C5H6ClFO.

Lowest unoccupied orbital energy: 0.75 eV
2S+1: 1
SMILES: C[C@@H]1O[C@H]1/C(F)=C/Cl
HOMO level: -0.352 Eh
HOMO-LUMO gap: 10.344 eV

CARTESIAN COORDINATES (ANGSTROEM)
C1 -0.90385 -0.09480 -2.10005
C2 -0.24037 0.27759 -0.74359
C3 0.36231 -0.75513 0.20989
C4 0.89553 -0.22091 1.51844
C5 0.04375 0.48672 2.26025
H1 -0.75429 -1.22436 -2.30324
H2 -2.09168 0.25109 -2.45643
H3 -0.19048 0.56405 -2.87884
H4 -0.21623 1.35490 -0.64324
H5 -0.07548 -1.69291 -0.05139
H6 -1.01040 0.81083 2.19164
O1 1.20075 -0.13451 -0.69625
F1 2.07507 -0.71203 1.98133
Cl1 0.90537 1.08947 3.71148



*two*
DFT (wB97M-V/def2-TZVPD) results for one molecule with the formula C5H6ClFO.

Lowest unoccupied orbital energy: 0.83 eV
2S+1: 1
SMILES: FCC1=COC[C@@H]1Cl
HOMO level: -0.340 Eh
HOMO-LUMO gap: 10.090 eV

CARTESIAN COORDINATES (ANGSTROEM)
C1 1.82513 0.39330 -0.53437
C2 0.46669 -0.10326 -0.24164
C3 -0.11919 -1.22813 -0.66683
C4 -1.66433 -0.36540 0.70460
C5 -0.54920 0.67294 0.52632
H1 1.79914 1.39876 -1.05110
H2 2.38017 -0.34382 -1.17108
H3 0.27857 -2.01784 -1.29194
H4 -1.61445 -0.81749 1.68753
H5 -2.65719 -0.00409 0.55139
H6 -0.17466 1.10618 1.49002
O1 -1.40605 -1.40289 -0.26006
F1 2.54464 0.57502 0.63807
Cl1 -1.10927 2.13672 -0.38092



*three*
DFT (wB97M-V/def2-TZVPD) results for one molecule with the formula C5H6ClFO.

Lowest unoccupied orbital energy: 0.56 eV
2S+1: 1
SMILES: C=C(F)C[C@@H](Cl)C=O
HOMO level: -0.362 Eh
HOMO-LUMO gap: 10.414 eV

CARTESIAN COORDINATES (ANGSTROEM)
C1 -0.94157 0.16282 -0.63990
C2 0.54415 0.00948 -1.01295
C3 1.51245 -0.23634 0.08718
C4 1.30785 -0.41716 1.37136
C5 -1.17507 1.34792 0.34774
H1 -1.52887 0.45755 -1.53727
H2 0.79767 0.98422 -1.43860
H3 0.72707 -0.75018 -1.77727
H4 0.30307 -0.52139 1.76341
H5 2.14966 -0.38190 2.07472
H6 -1.83105 1.05252 1.18950
O1 -0.63613 2.40692 0.16388
F1 2.74993 -0.25069 -0.39024
Cl1 -1.63322 -1.35531 0.05918



Quick one: least stable of them? *one*



*one*
DFT (wB97M-V/def2-TZVPD) results for a 2-piece molecular cluster, C3H6N2S3 overall.

Lowest unoccupied orbital energy: -0.65 eV
2S+1: 1
SMILES: CSN=C1SS1.C=N
HOMO level: -0.318 Eh
HOMO-LUMO gap: 8.012 eV

CARTESIAN COORDINATES (ANGSTROEM)
C1 -2.21110 0.13169 -0.35657
C2 1.41139 1.50843 0.64760
C3 0.98164 -1.75069 -0.71158
N1 0.25498 1.74622 1.00627
N2 -1.02808 -0.19452 -0.33011
S1 -3.76227 -0.12305 0.32461
S2 -3.04935 1.66294 -0.65207
S3 -0.29758 -1.52216 0.50054
H1 1.92074 2.28520 0.14901
H2 2.04044 0.66730 0.67453
H3 1.45096 -2.72490 -0.57700
H4 1.73155 -1.00078 -0.46428
H5 0.65360 -1.60175 -1.71273
H6 -0.09692 0.91607 1.50179



*two*
DFT (wB97M-V/def2-TZVPD) results for one molecule with the formula C3H6N2S3.

Lowest unoccupied orbital energy: -0.74 eV
2S+1: 1
SMILES: NCC(=S)S/C=N/S
HOMO level: -0.323 Eh
HOMO-LUMO gap: 8.040 eV

CARTESIAN COORDINATES (ANGSTROEM)
C1 1.01609 0.40901 0.94492
C2 1.63469 0.69832 -0.41044
C3 -0.97873 0.30686 -1.54552
H1 -0.08726 -1.38162 0.91296
H2 1.59319 -1.60282 1.16585
H3 1.67445 0.83583 1.74223
H4 0.08323 0.97532 1.05799
H5 -1.46757 0.29388 -2.50740
H6 -3.36918 -0.61246 0.70432
N1 0.76574 -0.99561 1.37081
N2 -1.55840 -0.05163 -0.47130
S1 3.24189 0.66410 -0.54510
S2 0.70993 0.75381 -1.83435
S3 -3.25806 -0.29298 -0.58496



*three*
DFT (wB97M-V/def2-TZVPD) results for C3H6N2S3 as an isolated structure.

Lowest unoccupied orbital energy: -0.98 eV
2S+1: 1
HOMO level: -0.316 Eh
HOMO-LUMO gap: 7.622 eV

CARTESIAN COORDINATES (ANGSTROEM)
C1 -0.69071 1.30395 0.89288
C2 -1.26959 0.05104 0.19225
C3 1.26410 -1.10160 -0.24694
H1 -0.57101 1.78745 -1.34146
H2 -1.84816 2.45491 -0.76416
H3 -1.37731 1.55044 1.68828
H4 0.44691 1.21585 1.16736
H5 1.95855 -1.99423 -0.18351
H6 3.43956 1.28382 -0.65046
N1 -0.82237 2.41927 -0.33734
N2 1.57041 0.19484 -0.46407
S1 -2.86582 -0.26954 -0.17267
S2 -0.52213 -1.51127 0.10840
S3 3.19373 0.14849 0.10582



Quick one: least stable of them? *three*